Entry 1:
{"formula": "C4H5N3O4", "method": "ωB97M-V/def2-TZVPD", "homo_lumo_gap_ev": 10.139, "homo_ev": -9.98, "spin_multiplicity": 1, "energy_ev": -16889.53095, "e_above_lowest_kcal_mol": 13.0, "smiles": "O=c1ncnc[nH]1.O=C(O)O", "symbols": ["O", "C", "N", "C", "N", "C", "N", "H", "H", "H", "O", "C", "O", "O", "H", "H"], "coordinates": [[0.81108, -0.71189, -0.46611], [0.65205, -0.07985, 0.52123], [1.37526, -0.29154, 1.68061], [1.09943, 0.46408, 2.70598], [0.19693, 1.47427, 2.71904], [-0.50277, 1.69759, 1.64250], [-0.32704, 0.86164, 0.60487], [1.73079, 0.44238, 3.61452], [-1.22270, 2.48947, 1.56846], [-0.85195, 0.93644, -0.22713], [-0.88189, 0.38305, -2.07895], [-0.63429, -0.82547, -2.13695], [0.29354, -1.39390, -2.90217], [-1.37238, -1.76464, -1.62829], [0.65329, -1.00427, -3.73996], [-1.01935, -2.67736, -1.87763]], "forces_ev_per_angstrom": [[1.1, -1.6, -1.5], [0.5, -0.2, 2.7], [0.4, 0.2, 1.0], [0.6, 0.4, -0.9], [-0.9, 1.5, 0.6], [1.5, -2.0, 0.7], [-0.8, 1.5, 0.3], [-0.5, -0.6, -0.5], [-0.2, 0.2, 0.0], [-0.9, 0.3, -1.4], [-0.1, -2.0, -0.2], [0.0, 3.0, -2.0], [1.3, -0.8, -1.8], [-0.7, -2.3, 0.9], [-0.9, 0.5, 1.7], [-0.5, 1.9, 0.4]]}

Entry 2:
{"formula": "C3H3N3O", "method": "ωB97M-V/def2-TZVPD", "homo_lumo_gap_ev": 10.475, "homo_ev": -10.42, "spin_multiplicity": 1, "energy_ev": -9675.36244, "e_above_lowest_kcal_mol": 48.2, "smiles": "O=Cc1cnn[nH]1", "symbols": ["O", "C", "C", "C", "N", "N", "N", "H", "H", "H"], "coordinates": [[-1.35350, 0.45027, 1.82497], [-0.98088, -0.47025, 1.13942], [0.16631, -0.34500, 0.22202], [-0.15056, -0.40665, -1.11647], [0.55505, 0.53830, -1.78203], [1.34620, 1.13060, -0.94342], [1.11409, 0.63410, 0.26363], [-1.56809, -1.39376, 1.00381], [-0.89838, -1.01967, -1.60286], [1.76975, 0.88206, 0.99093]], "forces_ev_per_angstrom": [[0.2, -0.5, 0.2], [-0.1, 0.2, 0.3], [-0.3, 0.4, -0.3], [-0.1, 0.1, -0.2], [0.3, -0.2, -0.2], [0.1, -0.3, -0.1], [0.1, 0.1, -0.1], [0.0, 0.0, 0.2], [0.1, 0.2, 0.1], [-0.4, 0.1, 0.2]]}

Entry 3:
{"formula": "C3H5N2S", "method": "ωB97M-V/def2-TZVPD", "homo_lumo_gap_ev": 6.654, "homo_ev": -2.83, "spin_multiplicity": 1, "energy_ev": -17003.51119, "e_above_lowest_kcal_mol": 54.5, "charge": -1, "symbols": ["C", "C", "C", "N", "N", "S", "H", "H", "H", "H", "H"], "coordinates": [[2.71845, -0.89576, 0.17428], [1.35863, -0.97422, 0.07329], [-1.86143, 0.78870, -0.01513], [-0.85878, -0.23895, 0.02035], [0.39894, 0.10394, 0.19615], [0.86104, 1.65371, 0.31169], [3.07989, -1.85233, -0.21679], [0.81068, -1.91778, -0.24545], [-2.61651, 0.36700, -0.56448], [-2.12693, 1.19908, 0.93451], [-1.76397, 1.76661, -0.66843]], "forces_ev_per_angstrom": [[-1.4, 0.9, -0.1], [0.6, -2.0, -0.7], [1.8, 2.5, -1.4], [2.1, 0.0, 0.2], [-2.2, -0.8, -0.7], [0.7, 1.6, 0.5], [0.0, -0.4, 0.3], [0.2, 1.3, 0.4], [-2.5, -1.5, -0.5], [-0.3, 0.0, 0.9], [1.1, -1.5, 1.1]]}

Number 2 is which compound? C3H3N3O